[1]
Density functional theory data (ωB97M-V/def2-TZVPD) for a gas-phase ion, C4H4NO (charge +1).

The HOMO energy comes out at -16.77 eV. For the largest force on an atom, the calculation gives 3.74 eV Å⁻¹. The net charge is +1. The calculation puts the HOMO-LUMO gap at 7.88 eV.

The geometry in XYZ format:
```
10
Properties=species:S:1:pos:R:3:forces:R:3:mulliken_charge:R:1
C -0.5200 -1.1882 -0.8445 -0.1535 0.4566 0.4333 0.132
C 0.9923 0.4768 -0.8897 1.6818 1.6300 -1.9274 0.136
C 0.0252 -0.1678 -0.0738 -0.9364 -0.9621 2.0356 0.667
C -0.4058 0.2675 1.2618 -2.7666 0.0752 -2.5176 -1.103
N -0.6856 -1.8716 -1.7473 -0.5942 -1.2040 -0.9812 -0.105
O 2.0003 0.2776 -1.4919 -1.1801 0.1795 1.2290 -0.258
H 0.2953 1.4013 -1.0893 0.4221 -0.1569 -0.1205 0.324
H -0.3368 -0.5673 1.8631 0.9148 -2.4075 1.6291 0.411
H -1.5657 0.3262 1.4471 1.8611 0.6244 -0.9040 0.395
H 0.2007 1.0455 1.5644 0.7510 1.7646 1.1238 0.402
```
Forces are in eV/Å.

[2]
Density functional theory data (ωB97M-V/def2-TZVPD) for a molecular structure, C4H4NO2S3SbSn.

The HOMO energy (alpha / beta) comes out at -4.47 / -4.25 eV. For the largest force on an atom, the calculation gives 1.07 eV Å⁻¹. The net charge is -1. The calculation puts the HOMO-LUMO gap (alpha / beta) at 7.40 / 4.87 eV. As for the spin multiplicity: 2.

The geometry in XYZ format:
```
16
Properties=species:S:1:pos:R:3:forces:R:3:mulliken_charge:R:1
Sn 2.0446 -0.6677 -0.1134 0.6209 0.0286 -0.0985 0.757
S 5.0427 -2.0655 2.1259 -0.1014 0.5482 0.1594 -0.652
Sb 4.5704 0.1918 1.9749 -0.4824 -0.9439 -0.1166 0.464
S 4.5438 0.4668 -0.4084 -0.5777 0.2281 -0.1442 -0.493
S 2.0337 0.1806 2.1343 0.3904 0.1414 0.0969 -0.494
O -0.2627 -1.9739 -0.1005 -0.0243 0.2237 -0.0636 -0.702
C -0.7825 -0.8846 -0.3607 -0.2081 -0.2346 0.2059 0.684
C -2.2744 -0.6073 -0.3437 0.0109 0.0484 -0.0508 -0.464
C -2.3477 0.8912 -0.6187 0.1140 -0.0341 -0.0184 -0.280
C -0.8793 1.3187 -0.7924 -0.1010 0.1829 -0.1742 0.204
O -0.5239 2.4465 -1.0453 -0.0255 -0.1000 0.0612 -0.637
N -0.0649 0.2186 -0.6461 0.4222 -0.1106 0.1253 -0.363
H -2.6691 -0.9033 0.6276 -0.0174 -0.0132 -0.0144 0.253
H -2.7588 -1.2202 -1.1039 -0.0169 -0.0124 0.0196 0.250
H -2.7820 1.4640 0.1994 0.0031 0.0218 0.0000 0.236
H -2.8900 1.1443 -1.5289 -0.0068 0.0258 0.0125 0.236
```
Forces are in eV/Å.

Question: Which of these has the highest net charge?
Answer: C4H4NO

Question: Which of these has the lowest largest force on an atom?
Answer: C4H4NO2S3SbSn

Question: Which value of net charge does entry 2 give?
Answer: -1